[1]
{"formula": "C36H62BrGeIN4OSSeSiW", "method": "wB97M-V/def2-TZVPD", "symbols": ["W", "C", "C", "C", "C", "N", "C", "C", "C", "C", "C", "C", "N", "C", "C", "C", "C", "C", "N", "H", "H", "H", "H", "H", "H", "H", "H", "H", "H", "H", "N", "C", "O", "C", "I", "H", "H", "H", "H", "C", "Ge", "C", "C", "C", "Se", "C", "H", "H", "H", "H", "H", "H", "H", "H", "H", "H", "H", "H", "H", "H", "C", "C", "C", "C", "Si", "Br", "C", "C", "C", "C", "C", "C", "C", "C", "H", "H", "H", "H", "H", "H", "H", "H", "H", "H", "H", "H", "H", "H", "H", "H", "H", "H", "H", "H", "H", "H", "H", "H", "H", "H", "H", "C", "S", "C", "H", "H", "H", "H", "H", "H"], "coordinates": [[-0.728, -2.196, 0.141], [-3.307, -3.738, -3.169], [-4.332, -2.803, -3.251], [-4.356, -1.776, -2.322], [-3.361, -1.690, -1.363], [-2.342, -2.574, -1.312], [-2.345, -3.592, -2.190], [-3.366, -0.710, -0.265], [-4.309, 0.285, -0.084], [-4.248, 1.065, 1.062], [-3.277, 0.795, 2.016], [-2.363, -0.215, 1.778], [-2.391, -0.923, 0.633], [-1.354, -0.688, 2.749], [-1.255, -0.206, 4.041], [-0.413, -0.838, 4.943], [0.274, -1.971, 4.529], [0.144, -2.382, 3.219], [-0.617, -1.736, 2.320], [-3.253, -4.579, -3.847], [-5.102, -2.881, -4.007], [-5.161, -1.055, -2.335], [-1.556, -4.315, -2.082], [-5.088, 0.454, -0.813], [-4.968, 1.857, 1.223], [-3.247, 1.362, 2.934], [-1.846, 0.642, 4.355], [-0.322, -0.473, 5.958], [0.905, -2.528, 5.207], [0.663, -3.261, 2.870], [0.595, -6.330, -0.330], [0.759, -5.041, -0.148], [-0.156, -4.224, -0.436], [2.100, -4.597, 0.387], [2.153, -2.474, 0.533], [-0.290, -6.705, -0.647], [1.337, -6.991, -0.144], [2.896, -4.902, -0.292], [2.291, -5.036, 1.365], [-3.127, -7.296, -0.048], [-4.494, -6.374, 1.015], [-6.284, -6.597, 0.321], [-4.319, -6.742, 2.912], [-3.996, -4.443, 0.666], [-2.290, -4.029, 1.510], [-3.104, -3.287, 3.106], [-2.731, -8.169, 0.468], [-2.310, -6.591, -0.234], [-3.529, -7.618, -1.009], [-6.574, -7.645, 0.401], [-6.339, -6.310, -0.729], [-6.997, -6.004, 0.891], [-4.449, -7.812, 3.076], [-5.090, -6.229, 3.488], [-3.335, -6.471, 3.298], [-4.720, -3.712, 1.029], [-3.894, -4.332, -0.412], [-3.800, -4.048, 3.452], [-3.642, -2.375, 2.858], [-2.348, -3.119, 3.866], [5.484, 3.279, -0.718], [5.034, 4.564, -1.439], [4.829, 4.229, -2.921], [6.148, 5.642, -1.326], [3.597, 5.383, -0.566], [0.310, 0.248, 0.144], [2.215, 6.138, -1.577], [1.040, 6.731, -0.791], [2.957, 7.294, -2.308], [1.645, 5.152, -2.616], [3.718, 5.771, 1.263], [4.844, 5.073, 2.036], [3.994, 7.300, 1.268], [2.392, 5.482, 1.993], [6.334, 2.864, -1.265], [4.700, 2.518, -0.714], [5.808, 3.452, 0.303], [5.776, 3.852, -3.314], [4.557, 5.095, -3.523], [4.081, 3.448, -3.069], [7.055, 5.236, -1.783], [6.398, 5.901, -0.297], [5.902, 6.558, -1.868], [1.345, 7.485, -0.068], [0.459, 5.965, -0.276], [0.374, 7.223, -1.503], [3.365, 8.037, -1.619], [2.231, 7.811, -2.940], [3.758, 6.945, -2.960], [1.168, 4.290, -2.142], [2.391, 4.796, -3.321], [0.875, 5.674, -3.189], [5.831, 5.251, 1.614], [4.684, 3.998, 2.117], [4.854, 5.477, 3.051], [4.941, 7.559, 0.790], [4.065, 7.624, 2.310], [3.199, 7.883, 0.805], [2.118, 4.425, 1.945], [1.563, 6.074, 1.621], [2.527, 5.733, 3.048], [-0.754, -0.761, -3.208], [0.401, -1.689, -2.182], [0.745, -3.089, -3.262], [-0.188, -0.328, -4.031], [-1.161, 0.039, -2.593], [-1.543, -1.402, -3.595], [-0.119, -3.714, -3.460], [1.550, -3.670, -2.816], [1.114, -2.674, -4.199]], "forces_ev_per_a": [[0.01, -0.08, -0.03], [-0.08, 0.10, 0.03], [0.13, -0.05, 0.05], [-0.10, 0.04, -0.03], [-0.02, 0.14, 0.11], [0.19, -0.09, 0.16], [-0.06, -0.03, -0.08], [0.01, -0.17, -0.15], [-0.08, 0.10, 0.05], [0.07, -0.08, -0.04], [-0.04, 0.01, 0.01], [0.14, -0.07, 0.10], [0.02, 0.02, -0.04], [-0.13, 0.06, -0.12], [-0.04, 0.05, 0.02], [0.05, -0.08, -0.05], [-0.05, 0.09, 0.05], [0.02, 0.00, -0.03], [-0.02, -0.02, -0.03], [-0.01, 0.00, -0.01], [0.00, 0.00, 0.00], [0.01, 0.00, 0.00], [0.02, -0.01, 0.01], [0.01, -0.01, -0.01], [-0.01, 0.01, 0.00], [0.00, 0.00, 0.00], [0.00, 0.00, 0.00], [0.00, 0.00, 0.01], [0.01, -0.01, 0.00], [0.00, 0.00, -0.01], [0.03, -0.07, -0.01], [0.02, 0.17, 0.01], [-0.05, 0.04, 0.04], [0.02, 0.04, 0.01], [-0.05, -0.21, -0.09], [-0.02, 0.02, 0.00], [0.00, 0.01, 0.00], [0.02, 0.00, 0.02], [0.00, 0.02, 0.01], [0.03, 0.00, -0.01], [0.02, 0.04, -0.02], [-0.04, -0.02, -0.01], [0.00, 0.01, 0.03], [-0.02, 0.00, -0.01], [0.05, 0.01, -0.06], [0.01, 0.02, 0.02], [0.00, 0.00, 0.00], [0.02, -0.01, -0.01], [0.00, 0.00, 0.00], [-0.01, 0.01, 0.00], [-0.01, 0.00, 0.00], [-0.02, 0.00, -0.01], [-0.01, 0.00, 0.01], [0.01, 0.00, 0.01], [0.00, -0.02, 0.01], [0.00, 0.00, 0.00], [0.00, -0.03, 0.02], [0.00, 0.00, 0.00], [-0.02, 0.00, 0.02], [0.00, 0.00, 0.00], [0.00, 0.05, -0.04], [0.05, -0.06, -0.01], [0.02, 0.02, 0.00], [0.00, -0.02, 0.01], [0.11, 0.22, 0.00], [-0.13, -0.20, 0.08], [-0.06, -0.01, -0.03], [0.03, 0.02, -0.03], [-0.02, -0.02, -0.02], [0.03, 0.03, 0.02], [-0.01, -0.02, 0.05], [0.01, 0.02, -0.02], [0.00, -0.01, 0.02], [0.06, 0.00, -0.01], [0.01, 0.00, 0.00], [-0.02, -0.02, 0.00], [0.00, 0.00, 0.03], [0.00, 0.01, 0.00], [0.01, -0.04, -0.01], [0.01, 0.00, 0.01], [0.00, -0.01, 0.00], [-0.01, 0.00, -0.02], [0.00, 0.01, 0.00], [-0.02, 0.01, 0.01], [-0.01, -0.02, 0.00], [0.00, 0.01, -0.01], [0.00, 0.00, 0.01], [0.00, -0.01, 0.00], [-0.01, 0.02, 0.01], [0.00, 0.01, 0.01], [-0.03, 0.00, 0.01], [0.00, 0.01, -0.01], [-0.01, -0.02, 0.02], [0.00, -0.01, -0.01], [0.00, 0.01, -0.01], [0.00, 0.00, 0.00], [-0.01, 0.00, 0.00], [0.00, 0.02, -0.01], [0.01, -0.01, 0.00], [-0.04, 0.01, -0.01], [-0.01, 0.01, 0.00], [0.04, -0.02, 0.04], [-0.09, 0.08, -0.02], [0.05, 0.00, 0.00], [-0.02, -0.02, -0.02], [0.01, 0.01, 0.00], [-0.01, 0.01, -0.01], [-0.02, 0.00, -0.02], [-0.02, -0.02, 0.02], [0.00, 0.01, 0.00]], "lowdin_charge": [0.9429, 0.0064, 0.0238, 0.0454, -0.2087, -0.0968, -0.1600, -0.1775, 0.0563, 0.0366, 0.0522, -0.2629, -0.0771, -0.2763, 0.0445, 0.0279, 0.0077, -0.1879, -0.1674, 0.1378, 0.1416, 0.1321, 0.0967, 0.1326, 0.1422, 0.1323, 0.1312, 0.1415, 0.1369, 0.0774, 0.2685, -0.5619, -0.3339, -0.4239, 1.2163, 0.1266, 0.1596, 0.0864, 0.0869, -0.1954, 0.7877, -0.1955, -0.2093, -0.5021, 1.0262, -0.2795, 0.0388, -0.0368, 0.0375, 0.0430, 0.0293, 0.0360, 0.0429, 0.0368, 0.0155, 0.0398, -0.0016, 0.0391, 0.0465, 0.0366, -0.0733, -0.6083, -0.0851, -0.0547, 1.1384, 0.1909, -0.6065, -0.0845, -0.0551, -0.0743, -0.6076, -0.0840, -0.0563, -0.0747, 0.1014, 0.0824, 0.0600, 0.1022, 0.0753, 0.0832, 0.1122, 0.0715, 0.0903, 0.0747, 0.0830, 0.1016, 0.0901, 0.1126, 0.0716, 0.0822, 0.0581, 0.1007, 0.0758, 0.0842, 0.1021, 0.0911, 0.1120, 0.0704, 0.0829, 0.0585, 0.1012, -0.3102, 0.6151, -0.3014, 0.0706, 0.0332, 0.0454, 0.0393, 0.0471, 0.0734], "e_homo_ha": [-0.6498, -0.6498], "spin_multiplicity": 1, "gap_ev": [6.7987, 6.7983], "total_charge": 4}

=====

[2]
{"formula": "C5H13NS", "method": "wB97M-V/def2-TZVPD", "symbols": ["C", "N", "C", "C", "C", "C", "S", "H", "H", "H", "H", "H", "H", "H", "H", "H", "H", "H", "H", "H"], "coordinates": [[2.413, 0.295, -0.321], [1.298, 0.948, 0.348], [0.549, 0.123, 1.282], [-0.143, -1.107, 0.617], [-0.793, -0.792, -0.722], [-1.740, 0.396, -0.685], [-3.428, 0.090, 0.012], [2.035, -0.502, -0.970], [3.164, -0.103, 0.370], [2.878, 0.989, -1.024], [1.655, 1.747, 0.855], [-0.230, 0.797, 1.640], [1.101, -0.276, 2.141], [0.748, -1.737, 0.518], [-0.881, -1.522, 1.291], [-1.260, -1.633, -1.236], [-0.022, -0.380, -1.374], [-1.335, 1.197, -0.083], [-1.919, 0.765, -1.686], [-4.088, 0.706, -0.972]], "forces_ev_per_a": [[-0.22, -0.09, -0.40], [0.41, -0.13, -0.03], [-1.46, 0.06, -0.27], [1.13, 0.84, -0.10], [0.29, 0.95, -0.33], [-0.91, -0.02, 0.45], [0.24, -0.25, -0.02], [0.12, -0.11, 0.32], [0.09, -0.12, -0.09], [0.13, 0.14, 0.26], [-0.10, 0.09, -0.07], [0.00, -0.06, 0.48], [0.25, 0.20, 0.02], [-0.74, -0.85, -0.34], [0.13, -0.29, 0.38], [0.09, -0.14, 0.27], [0.24, -0.43, -0.19], [0.27, 0.15, -0.17], [0.10, 0.08, -0.17], [-0.08, -0.02, 0.02]], "nbo_charge": [-0.4244, -0.6333, -0.2153, -0.4158, -0.4233, -0.4823, -0.0952, 0.1905, 0.1679, 0.2042, 0.3588, 0.1888, 0.1676, 0.2054, 0.2156, 0.2174, 0.2135, 0.2166, 0.2189, 0.1242], "e_homo_ha": -0.3221, "spin_multiplicity": 1, "gap_ev": 9.7089, "smiles": "CNCCCCS", "total_charge": 0}

=====

[3]
{"formula": "C21H36N2", "method": "wB97M-V/def2-TZVPD", "symbols": ["C", "C", "C", "C", "C", "C", "C", "C", "C", "N", "C", "C", "C", "C", "C", "N", "C", "C", "C", "C", "C", "C", "C", "H", "H", "H", "H", "H", "H", "H", "H", "H", "H", "H", "H", "H", "H", "H", "H", "H", "H", "H", "H", "H", "H", "H", "H", "H", "H", "H", "H", "H", "H", "H", "H", "H", "H", "H", "H"], "coordinates": [[1.815, -3.353, -2.442], [0.559, -3.974, -2.980], [0.637, -4.859, -4.048], [-0.494, -5.461, -4.568], [-1.732, -5.184, -4.016], [-1.820, -4.307, -2.951], [-0.691, -3.696, -2.421], [-0.854, -2.720, -1.290], [-1.109, -1.309, -1.841], [-1.340, -0.353, -0.774], [-2.118, 0.793, -1.211], [-2.491, 1.663, -0.015], [-1.232, 2.133, 0.704], [-0.403, 0.914, 1.099], [0.904, 1.311, 1.793], [0.702, 2.170, 2.946], [0.055, 1.477, 4.040], [1.919, 2.859, 3.366], [1.814, 4.390, 3.201], [1.627, 4.743, 1.726], [0.620, 4.914, 3.999], [3.103, 5.028, 3.722], [-0.105, 0.089, -0.154], [2.669, -3.632, -3.053], [2.002, -3.691, -1.422], [1.742, -2.267, -2.427], [1.603, -5.079, -4.481], [-0.409, -6.145, -5.400], [-2.623, -5.648, -4.412], [-2.786, -4.089, -2.515], [-1.712, -2.998, -0.676], [0.029, -2.721, -0.654], [-0.271, -1.002, -2.492], [-2.006, -1.350, -2.464], [-3.027, 0.426, -1.695], [-1.560, 1.402, -1.947], [-3.104, 1.075, 0.670], [-3.079, 2.517, -0.357], [-1.484, 2.715, 1.591], [-0.645, 2.767, 0.035], [-1.000, 0.284, 1.762], [1.515, 1.861, 1.073], [1.453, 0.389, 2.069], [-0.936, 1.149, 3.731], [0.623, 0.594, 4.379], [-0.063, 2.159, 4.879], [2.130, 2.640, 4.418], [2.781, 2.505, 2.788], [1.551, 5.821, 1.600], [2.471, 4.390, 1.136], [0.719, 4.283, 1.350], [0.521, 5.990, 3.872], [0.745, 4.706, 5.060], [-0.292, 4.436, 3.654], [3.250, 4.795, 4.775], [3.965, 4.662, 3.168], [3.061, 6.109, 3.614], [0.482, -0.789, 0.124], [0.502, 0.693, -0.857]], "forces_ev_per_a": [[-0.06, -0.03, 0.03], [0.00, -0.04, -0.06], [0.00, 0.00, -0.03], [-0.03, -0.06, -0.07], [-0.07, -0.05, -0.08], [0.03, 0.01, 0.01], [0.00, -0.09, 0.06], [-0.03, 0.20, -0.24], [0.00, -0.15, 0.20], [0.00, 0.03, -0.14], [-0.29, 0.06, 0.13], [0.18, 0.11, -0.26], [-0.25, -0.31, 0.19], [0.37, 0.25, -0.12], [-0.26, -0.13, -0.12], [0.21, -0.10, 0.01], [-0.06, 0.02, -0.08], [-0.11, 0.38, -0.07], [0.13, 0.01, 0.07], [0.03, -0.10, 0.27], [0.20, -0.12, -0.14], [-0.23, -0.17, -0.09], [-0.05, -0.10, 0.38], [0.06, 0.02, -0.01], [0.08, 0.04, 0.08], [0.07, 0.11, 0.05], [0.10, -0.01, -0.03], [0.01, -0.06, -0.06], [-0.07, -0.04, -0.03], [-0.11, 0.02, 0.07], [0.04, 0.01, 0.04], [0.01, -0.02, 0.08], [-0.06, 0.00, -0.04], [0.06, 0.01, -0.01], [0.07, 0.02, -0.05], [-0.03, -0.02, -0.02], [-0.08, -0.01, 0.01], [-0.06, 0.00, 0.02], [0.05, 0.10, -0.01], [0.09, 0.10, -0.01], [0.00, -0.05, 0.00], [0.05, -0.03, -0.02], [0.05, 0.07, -0.03], [-0.08, -0.06, 0.08], [0.00, -0.01, 0.02], [-0.04, -0.01, 0.07], [0.03, -0.03, 0.01], [0.02, -0.03, 0.02], [-0.02, 0.13, -0.04], [0.11, -0.04, -0.13], [-0.15, -0.04, -0.13], [-0.03, 0.14, 0.00], [-0.01, -0.01, 0.18], [-0.17, -0.03, -0.02], [0.05, -0.01, 0.15], [0.15, -0.02, -0.06], [0.03, 0.14, 0.00], [0.07, 0.02, -0.04], [0.00, -0.02, 0.00]], "nbo_charge": [-0.6345, -0.0056, -0.2093, -0.2119, -0.2168, -0.1976, -0.0236, -0.4196, -0.1992, -0.4499, -0.2114, -0.4003, -0.4053, -0.2253, -0.2052, -0.4625, -0.4084, -0.2106, -0.0508, -0.6124, -0.6119, -0.6041, -0.2066, 0.2168, 0.2170, 0.2151, 0.2051, 0.2110, 0.2110, 0.2055, 0.2186, 0.2059, 0.1641, 0.2003, 0.1997, 0.1562, 0.2020, 0.2073, 0.2220, 0.1940, 0.2027, 0.1968, 0.1632, 0.1981, 0.1639, 0.2029, 0.1885, 0.1887, 0.2072, 0.2009, 0.2177, 0.2069, 0.2005, 0.2193, 0.2044, 0.2045, 0.2091, 0.1986, 0.1572], "e_homo_ha": -0.3089, "spin_multiplicity": 1, "gap_ev": 9.2466, "smiles": "Cc1ccccc1CCN1CCC[C@H](CN(C)CC(C)(C)C)C1", "total_charge": 0}

=====

[4]
{"formula": "C3H10N2O3", "method": "wB97M-V/def2-TZVPD", "symbols": ["N", "C", "N", "H", "H", "O", "C", "O", "H", "H", "H", "H", "C", "O", "H", "H", "H", "H"], "coordinates": [[-1.844, -1.121, 0.396], [-0.924, -1.825, 0.205], [-0.041, -2.796, 0.350], [-0.366, -3.664, 0.757], [0.882, -2.495, 0.643], [1.774, 0.904, -1.128], [1.222, -0.250, -0.576], [1.595, -0.410, 0.776], [1.346, 1.654, -0.680], [1.638, -1.087, -1.128], [0.038, 0.014, -0.641], [1.170, 0.304, 1.271], [-1.203, 1.527, -0.249], [-0.162, 2.103, 0.554], [-1.575, 0.313, 0.065], [-1.094, 1.819, -1.297], [-2.164, 1.952, 0.064], [-0.290, 3.057, 0.618]], "forces_ev_per_a": [[1.13, -1.95, -0.87], [-2.44, 0.44, 2.19], [0.89, -0.53, -0.53], [-0.10, 0.28, -0.14], [-0.08, 0.08, -0.03], [0.72, 0.37, -0.24], [-2.27, 2.17, -0.05], [-0.06, -0.39, 0.13], [0.08, -0.22, -0.13], [-0.41, -0.17, -0.07], [2.86, -1.81, -0.09], [0.00, -0.03, -0.01], [-2.52, -1.11, 1.07], [0.35, -0.37, 0.09], [1.73, 3.63, -1.19], [0.22, -0.59, -0.08], [-0.02, 0.42, -0.02], [-0.08, -0.21, -0.03]], "nbo_charge": [-0.4475, 0.5085, -0.8608, 0.4170, 0.4391, -0.7361, 0.1696, -0.7600, 0.4827, 0.1653, 0.1766, 0.4897, -0.3734, -0.7790, 0.2806, 0.1730, 0.1719, 0.4825], "e_homo_ha": -0.3536, "spin_multiplicity": 1, "gap_ev": 10.2865, "smiles": "N#CN.OCO.CO", "total_charge": 0}

=====

[5]
{"formula": "CH5N2S", "method": "wB97M-V/def2-TZVPD", "symbols": ["N", "C", "N", "S", "H", "H", "H", "H", "H"], "coordinates": [[-0.504, 0.465, -0.368], [0.636, 0.243, 0.531], [1.328, -1.083, -0.154], [2.230, 0.330, -0.220], [0.030, 0.265, -1.277], [-0.736, 1.517, -0.153], [-1.406, -0.171, -0.445], [0.355, 0.267, 1.630], [1.797, -1.761, 0.523]], "forces_ev_per_a": [[-0.67, 1.42, -1.48], [1.14, -4.27, 1.01], [-1.18, -0.65, 2.16], [0.30, 2.25, 0.15], [-1.39, 1.10, 0.65], [-0.11, -2.29, -1.49], [2.22, 1.33, 1.10], [0.84, -0.09, -1.51], [-1.15, 1.20, -0.60]], "nbo_charge": [-0.7548, -0.1362, -0.7294, 0.4936, 0.4826, 0.4716, 0.4861, 0.2753, 0.4113], "e_homo_ha": -0.5083, "spin_multiplicity": 1, "gap_ev": 9.7654, "smiles": "[NH3+][C@H]1NS1", "total_charge": 1}

=====

[6]
{"formula": "C6H9N", "method": "wB97M-V/def2-TZVPD", "symbols": ["C", "C", "C", "C", "C", "C", "N", "H", "H", "H", "H", "H", "H", "H", "H", "H"], "coordinates": [[3.025, -0.083, 1.978], [1.252, 0.643, 0.196], [-0.080, 0.526, -0.266], [-0.521, 1.400, -1.427], [-0.586, -1.787, 0.446], [-1.085, -0.325, 0.400], [2.192, 0.225, 1.184], [1.988, 1.317, -0.424], [-1.072, 0.847, -2.154], [0.413, 1.885, -1.747], [-1.126, 2.151, -0.989], [-0.475, -2.330, -0.502], [-1.236, -2.377, 1.157], [0.478, -1.940, 0.911], [-1.209, 0.039, 1.449], [-1.958, -0.192, -0.212]], "forces_ev_per_a": [[-1.68, 0.64, -1.61], [0.95, 2.25, -3.00], [4.11, 0.28, 1.91], [2.35, -0.43, 1.42], [1.05, -1.39, 1.95], [1.20, -0.63, 0.63], [-0.85, -1.38, 1.43], [-2.12, -1.00, 0.60], [-0.13, -0.27, -0.69], [-0.67, -0.10, -0.71], [-0.96, 0.92, 0.21], [-0.55, 0.48, 0.02], [0.44, 0.40, -0.99], [-1.84, 0.89, -0.67], [-0.34, -0.29, -0.82], [-0.94, -0.38, 0.31]], "nbo_charge": [0.2975, -0.0861, 0.0831, -0.6318, -0.6110, -0.4682, -0.5554, 0.2032, 0.2217, 0.2258, 0.2231, 0.2163, 0.2146, 0.2209, 0.2331, 0.2131], "e_homo_ha": -0.3389, "spin_multiplicity": 1, "gap_ev": 9.8651, "total_charge": 0}